(P)
A single C4H4N2O2 molecule, computed with ωB97M-V with the def2-TZVPD basis set.

Atoms and positions in Å:
C  1.283  -0.106  -0.106
C  -0.767  -1.031  -0.126
C  -2.038  -0.663  0.180
C  -0.892  1.077  -0.134
H  3.104  0.643  0.220
H  0.031  -1.815  -0.120
H  -2.901  -1.254  0.812
H  -0.762  2.285  -0.315
N  0.009  0.171  -0.161
N  -2.144  0.696  0.012
O  2.062  0.993  0.235
O  1.684  -1.192  -0.040

For the HOMO-LUMO gap, the calculation gives 9.67 eV. The SMILES is O=C(O)n1ccnc1.

Here are the natural (NBO) charges for atoms 1 to 2, given in e: 0.92, -0.14

***

(Q)
A single C4H4N2O2 molecule, computed with ωB97M-V with the def2-TZVPD basis set.

Atoms and positions in Å:
C  -0.937  1.494  0.036
C  1.191  -0.175  0.754
C  1.009  0.067  -0.660
C  -0.281  0.259  0.099
N  -1.450  2.471  -0.241
N  -1.257  -0.912  0.037
O  -0.745  -1.955  -0.244
O  -2.419  -0.798  0.279
H  1.026  -1.156  1.236
H  1.699  0.535  1.407
H  1.436  0.852  -1.349
H  0.727  -0.682  -1.352

For the HOMO-LUMO gap, the calculation gives 10.95 eV. The SMILES is N#CC1([N+](=O)[O-])CC1.

Here are the natural (NBO) charges for atoms 1 to 2, given in e: 0.24, -0.32

***

Decreasing stability: (P), (Q)

***

(P)
2 unconnected molecules or ions with the total composition C4H4N2O2, computed with ωB97M-V with the def2-TZVPD basis set.

Atoms and positions in Å:
C  0.925  -0.278  -0.061
C  0.976  1.155  -0.070
C  -0.354  1.651  -0.304
C  -1.288  0.309  -0.286
H  -1.259  -1.995  1.581
H  1.702  -1.801  0.397
H  1.953  1.801  -0.254
H  -0.869  2.666  -0.357
N  -0.468  -0.759  -0.385
N  2.021  -0.851  0.041
O  -0.861  -2.019  -0.518
O  -2.477  0.121  0.217

For the HOMO-LUMO gap, the calculation gives 6.49 eV.

Here are the natural (NBO) charges for atoms 1 to 2, given in e: 0.33, -0.23

***

(Q)
A single C4H4N2O2 molecule, computed with ωB97M-V with the def2-TZVPD basis set.

Atoms and positions in Å:
C  -1.406  -0.318  -0.432
C  -1.203  0.844  0.338
C  1.315  0.957  -0.563
C  0.363  -1.290  0.447
H  -2.330  -0.791  -0.805
H  -1.963  1.376  0.833
H  1.760  1.656  -1.236
H  -0.221  -1.843  1.487
N  2.138  -0.082  -0.335
N  1.441  -0.726  0.732
O  -0.146  -1.138  -0.793
O  0.251  1.354  0.328

For the HOMO-LUMO gap, the calculation gives 9.98 eV. The SMILES is c1cocnnco1.

Here are the natural (NBO) charges for atoms 1 to 2, given in e: 0.02, 0.11

***

Decreasing stability: (Q), (P)

***

(P)
A molecular structure, C4H4N2O2, computed with ωB97M-V with the def2-TZVPD basis set.

Atoms and positions in Å:
C  -0.466  -0.390  -0.084
C  1.410  -1.581  0.035
C  0.732  0.410  -0.017
C  0.619  1.739  0.150
H  -3.590  0.063  -0.686
H  2.274  -2.242  0.165
H  -0.239  2.429  0.868
H  1.643  2.244  0.124
N  -1.635  0.088  -0.285
N  0.170  -1.779  0.304
O  -2.855  -0.669  -0.044
O  1.938  -0.314  -0.531

For the HOMO-LUMO gap, the calculation gives 9.56 eV.

Here are the natural (NBO) charges for atoms 1 to 2, given in e: 0.27, 0.37

***

(Q)
A single C4H4N2O2 molecule, computed with ωB97M-V with the def2-TZVPD basis set.

Atoms and positions in Å:
C  -0.746  0.848  -0.089
C  0.019  -1.390  0.046
C  0.408  -0.024  0.129
C  1.767  0.428  0.147
H  -0.347  2.716  -0.216
H  -2.189  -1.938  0.007
H  0.515  -2.378  0.034
H  2.098  1.361  0.605
N  -1.090  2.046  -0.104
N  -1.307  -1.370  -0.121
O  -1.781  -0.110  -0.108
O  2.652  -0.187  -0.330

For the HOMO-LUMO gap, the calculation gives 8.92 eV. The SMILES is [H]/N=c1/o[nH]cc1C=O.

Here are the natural (NBO) charges for atoms 1 to 2, given in e: 0.53, 0.10

***

Decreasing stability: (Q), (P)

***

(P)
A molecular structure, C2H5N3S2, computed with ωB97M-V with the def2-TZVPD basis set.

Atoms and positions in Å:
C  -0.319  -0.914  -0.623
C  -0.500  -0.940  0.819
H  0.587  1.205  0.710
H  1.988  0.329  0.266
H  0.891  -0.108  -2.021
H  -0.869  -2.083  1.154
H  -0.888  1.757  -0.149
N  1.287  0.909  -0.193
N  0.629  -0.006  -1.085
N  -0.589  0.072  1.612
S  -1.159  -1.924  -1.679
S  -1.058  1.703  1.189

For the HOMO-LUMO gap, the calculation gives 7.72 eV.

Here are the natural (NBO) charges for atoms 1 to 2, given in e: 0.01, 0.04

***

(Q)
A single C2H5N3S2 molecule, computed with ωB97M-V with the def2-TZVPD basis set.

Atoms and positions in Å:
C  -0.867  0.017  1.039
C  2.007  -0.428  -0.853
N  -0.250  -0.066  -0.238
N  -1.583  0.960  0.261
N  1.078  0.398  -0.384
S  1.401  1.956  0.046
S  -2.997  0.576  -0.455
H  -1.368  -0.904  1.346
H  -0.293  0.487  1.840
H  2.995  -0.020  -0.945
H  1.757  -1.443  -1.097
H  -3.083  1.742  -1.122

For the HOMO-LUMO gap (alpha / beta), the calculation gives 7.62 / 7.62 eV. The SMILES is C=[N+]([S-])N1CN1S.

Here are the natural (NBO) charges for atoms 1 to 2, given in e: -0.11, -0.11

***

Decreasing stability: (P), (Q)

***

(P)
A molecular structure, C4H12IN2, computed with ωB97M-V with the def2-TZVPD basis set.

Atoms and positions in Å:
C  0.709  -0.741  -1.928
C  -1.183  -0.411  0.433
C  0.331  0.043  0.526
C  1.282  -0.687  -0.443
N  -1.883  0.072  1.619
N  0.315  1.550  0.435
I  3.174  0.095  0.224
H  1.387  -0.202  -2.699
H  0.470  -1.718  -2.187
H  -0.267  -0.254  -1.917
H  -1.200  -1.467  0.183
H  -1.434  0.132  -0.454
H  0.691  -0.182  1.546
H  1.324  -1.726  -0.187
H  -1.989  -0.650  2.323
H  -2.714  0.549  1.454
H  -0.146  1.955  1.233
H  -0.168  1.724  -0.364
H  1.301  1.917  0.205

The total charge is +1. For the HOMO-LUMO gap, the calculation gives 10.27 eV.

Here are the natural (NBO) charges for atoms 1 to 2, given in e: -0.63, -0.23

***

(Q)
A molecular structure, C4H12IN2, computed with ωB97M-V with the def2-TZVPD basis set.

Atoms and positions in Å:
C  2.197  -1.891  -1.716
C  0.419  1.060  0.749
C  -1.133  1.950  2.230
C  -1.849  0.575  0.496
N  0.797  -1.660  -1.492
N  -0.948  1.134  1.142
I  -0.289  -2.195  -3.029
H  2.667  -1.205  -1.066
H  2.612  -2.818  -1.322
H  2.590  -1.634  -2.612
H  0.582  0.028  0.387
H  0.646  1.848  0.001
H  0.889  1.115  1.761
H  -0.274  1.839  2.830
H  -1.359  2.986  1.964
H  -2.056  1.743  2.799
H  -1.771  0.034  -0.518
H  -2.899  0.845  0.730
H  -0.822  -3.751  -3.335

The total charge is +1. For the HOMO-LUMO gap, the calculation gives 6.70 eV.

Here are the natural (NBO) charges for atoms 1 to 2, given in e: -0.46, -0.44

***

Decreasing stability: (P), (Q)

***

(P)
A molecular structure, C5H9NS, computed with ωB97M-V with the def2-TZVPD basis set.

Atoms and positions in Å:
C  0.374  1.430  0.136
C  -0.193  0.047  -0.003
C  -1.664  0.225  0.067
C  0.661  -1.034  0.865
C  0.422  -0.645  -1.134
H  -0.374  1.872  0.999
H  1.507  1.406  0.414
H  0.293  2.085  -0.837
H  -2.160  -0.781  0.435
H  -2.161  0.686  -0.951
H  -2.009  0.963  0.918
H  1.203  -0.463  1.593
H  0.380  -1.888  1.543
H  2.153  -1.983  -0.932
N  1.274  -1.412  -0.375
S  0.293  -0.509  -2.736

For the HOMO-LUMO gap, the calculation gives 9.17 eV.

Here are the natural (NBO) charges for atoms 1 to 2, given in e: -0.60, -0.19

***

(Q)
A single C5H9NS molecule, computed with ωB97M-V with the def2-TZVPD basis set.

Atoms and positions in Å:
C  1.373  -1.757  0.145
C  0.268  -0.761  -0.092
C  0.696  0.701  -0.489
C  -0.461  1.100  0.464
C  -1.740  1.531  -0.180
H  2.068  -1.377  0.930
H  0.879  -2.691  0.453
H  1.907  -1.961  -0.770
H  -0.370  -1.081  -0.966
H  1.678  1.022  -0.165
H  0.485  0.959  -1.516
H  -0.187  1.781  1.289
H  -1.454  -0.592  1.104
H  -2.626  1.383  0.472
N  -0.491  -0.264  1.019
S  -2.025  2.007  -1.697

For the HOMO-LUMO gap, the calculation gives 8.48 eV. The SMILES is C[C@@H]1C[C@@H](C=S)N1.

Here are the natural (NBO) charges for atoms 1 to 2, given in e: -0.61, -0.03

***

Decreasing stability: (Q), (P)